{
  "formula": "C30H72F3IN3O23S8",
  "method": "ωB97M-V/def2-TZVPD",
  "e_homo_ha": -0.440,
  "gap_ev": 8.6,
  "total_charge": 1,
  "e_tot_ha": -6863.41963,
  "fmax_ev_per_a": 1.09,
  "spin_multiplicity": 1,
  "symbols": ["I", "S", "S", "S", "S", "S", "S", "S", "S", "F", "F", "F", "O", "O", "O", "O", "O", "O", "O", "O", "O", "O", "O", "O", "O", "O", "O", "O", "O", "O", "O", "O", "O", "O", "O", "N", "N", "N", "C", "C", "C", "C", "C", "C", "C", "C", "C", "C", "C", "C", "C", "C", "C", "C", "C", "C", "C", "C", "C", "C", "C", "C", "C", "C", "C", "C", "C", "C", "H", "H", "H", "H", "H", "H", "H", "H", "H", "H", "H", "H", "H", "H", "H", "H", "H", "H", "H", "H", "H", "H", "H", "H", "H", "H", "H", "H", "H", "H", "H", "H", "H", "H", "H", "H", "H", "H", "H", "H", "H", "H", "H", "H", "H", "H", "H", "H", "H", "H", "H", "H", "H", "H", "H", "H", "H", "H", "H", "H", "H", "H", "H", "H", "H", "H", "H", "H", "H", "H", "H", "H"],
  "xyz": [[-3.05670, -5.01731, -3.88468], [3.49245, 8.69004, 0.04746], [4.62495, -3.90080, -2.84274], [2.52632, -6.02095, 4.74191], [-3.41881, -9.81021, 1.54738], [-2.46156, -2.83569, 5.10333], [-0.00160, 3.74442, 0.27614], [0.56216, -1.09768, -0.93161], [1.96712, 12.34595, -2.47108], [-4.12777, -0.03748, -0.97174], [-6.18466, 0.87759, -2.46841], [-4.83611, 1.45631, -4.06774], [-3.26771, -9.22717, 3.00778], [-3.66189, -3.59838, 4.94214], [-2.56315, -9.09205, 0.64652], [3.35685, -3.59368, -2.23295], [1.17858, 11.57726, -1.54651], [-3.32885, -11.23675, 1.59623], [4.61788, -3.35131, -4.32535], [1.58328, -7.01400, 5.16816], [-0.68644, 3.27994, 1.44449], [2.45471, -5.94356, 3.15819], [5.81240, -3.49269, -2.16571], [2.70330, 13.46287, -1.96493], [0.59723, 2.76239, -0.58763], [-0.98892, 4.63546, -0.60453], [-1.62549, -2.63879, 3.95239], [-0.53597, -6.19646, -0.41500], [4.68779, 8.99060, 1.03518], [0.27236, -5.59851, -1.44570], [2.45325, -4.71256, 5.31614], [3.05801, 7.33515, 0.25095], [-2.78848, -1.42835, 5.74445], [1.03131, 12.80400, -3.66255], [3.85015, 9.08524, -1.28351], [-0.06261, -1.70112, -2.43908], [-2.25649, -2.30742, -2.88815], [-1.07253, -3.67313, -1.46513], [2.33720, 9.82308, 0.71295], [-3.91984, 0.36527, -2.24247], [-1.14348, -2.57956, -2.25649], [5.46678, -1.03368, -4.15236], [-2.53759, 0.16689, -2.76955], [-3.45303, -3.17784, -2.85471], [1.14406, 4.99634, 0.69816], [-0.82100, -9.22194, 3.35103], [-4.94583, 0.87099, -2.89075], [3.02812, 11.29432, -3.38428], [-4.78614, -0.62364, 4.52949], [-0.20028, 13.49588, -3.32523], [4.32302, -1.94526, -4.53360], [-5.08248, -9.31131, 1.27797], [4.16472, -6.63459, 4.88373], [-2.36197, -1.05293, -3.67473], [4.70664, -5.61131, -3.22310], [-1.91587, 3.89324, -1.42479], [-3.33362, -0.39573, 4.88177], [-3.04405, 3.25903, -0.64087], [1.12277, -5.78286, 2.60661], [0.60051, -4.36780, 2.72026], [-2.16803, -9.69840, 3.83422], [0.23515, -4.24563, -1.12886], [-1.51081, -3.48469, 6.42823], [6.71648, 8.23579, -0.16268], [0.02261, 14.92532, -2.88613], [-4.09519, -3.39617, -1.49062], [5.81716, 8.07663, 1.04188], [-5.52973, -3.93838, -1.62082], [3.46997, 11.86657, -4.19586], [-0.81212, -8.13991, 3.22966], [0.59583, 15.47193, -3.63441], [3.79101, 10.94748, -2.69177], [-0.72784, 12.91306, -2.56944], [6.37889, -1.33047, -4.66855], [1.30474, -3.66731, 2.26573], [0.40222, 0.19635, -1.24361], [-0.36463, -4.29166, 2.21769], [-5.32162, -9.57975, 0.25110], [0.46593, -6.50593, 3.08676], [-1.26231, -4.50957, 6.15822], [2.45152, 10.45293, -3.75726], [-5.79091, -4.16241, -2.65842], [-2.29021, 4.61406, -2.14862], [1.46013, 9.79333, 0.07128], [-2.70280, -0.31754, 3.99558], [6.34088, 8.33008, 1.96059], [1.22159, -6.06611, 1.56061], [-0.56748, -9.66830, 2.38986], [4.37826, -6.69023, 5.94901], [-3.72380, 2.77762, -1.34626], [-2.40795, -9.30250, 4.81819], [-1.86948, 0.09556, -1.90903], [0.67962, -2.07582, -3.02429], [-5.72454, -9.84354, 1.97369], [3.40922, -1.69909, -3.98893], [2.09670, 9.52295, 1.72932], [-6.25161, -3.20720, -1.25622], [7.59517, 7.60338, -0.03290], [2.77333, 10.81778, 0.68433], [-3.22337, -1.16332, -4.33140], [1.86194, 4.54303, 1.37851], [-5.38499, -0.74897, 5.43101], [4.10879, -1.88665, -5.59836], [7.04046, 9.27106, -0.26537], [0.42805, -4.11059, -0.06104], [-1.03657, -6.86431, -0.90989], [4.84067, -5.93690, 4.39671], [0.45662, -4.06380, 3.75287], [-0.05195, -9.49809, 4.07196], [-4.12666, -2.42029, -0.99563], [-0.60805, -2.89079, 6.53978], [5.43726, 7.05906, 1.13863], [-5.15523, 0.24239, 3.97903], [-3.50296, -4.08961, -0.89538], [-1.48586, -0.94626, -4.30787], [-2.11655, -3.46523, 7.33017], [5.21665, -0.01202, -4.43971], [-2.23030, 1.05396, -3.33088], [-4.17060, -2.67763, -3.49863], [-1.68176, -3.61979, -0.65639], [-5.66311, -4.85485, -1.04849], [6.21294, 7.94463, -1.08257], [-2.21064, -10.78639, 3.89205], [-3.60051, 4.00231, -0.07117], [-0.77561, 13.45258, -4.24732], [-1.33893, 3.14316, -1.97047], [-2.67011, 2.51177, 0.05712], [-5.15044, -8.23626, 1.41985], [0.60929, 5.80110, 1.19436], [5.66111, -1.05574, -3.08194], [0.56253, 14.97710, -1.94275], [-3.20813, 0.51398, 5.46409], [-0.94549, 15.41093, -2.75959], [1.04298, -3.76921, -1.68265], [4.79095, -6.13168, -2.27127], [-4.91645, -1.51126, 3.91280], [4.21193, -7.61944, 4.42842], [3.80085, -5.90530, -3.74534], [5.59070, -5.78487, -3.83069], [1.64217, 5.35421, -0.19700]],
  "forces_ev_per_a": [[0.04, -0.09, -0.04], [0.11, 0.03, 0.01], [-0.01, 0.01, 0.05], [-0.06, -0.22, -0.02], [-0.01, -0.02, 0.12], [0.09, 0.01, 0.00], [-0.18, 0.18, 0.07], [0.10, 0.01, -0.08], [-0.11, -0.01, 0.01], [-0.07, -0.33, 0.09], [0.03, 0.17, 0.22], [0.09, -0.23, -0.16], [0.03, 0.11, -0.05], [-0.03, -0.02, 0.01], [0.00, 0.10, -0.08], [-0.23, 0.07, -0.06], [0.00, 0.00, 0.00], [0.06, 0.00, -0.04], [0.03, -0.03, -0.03], [-0.02, 0.00, 0.16], [0.07, 0.00, -0.01], [0.05, 0.24, 0.06], [0.02, -0.01, 0.02], [0.05, -0.02, 0.02], [0.08, -0.20, -0.08], [0.02, -0.12, 0.17], [-0.08, 0.08, -0.09], [-0.08, -0.16, -0.04], [0.04, 0.07, -0.04], [-0.11, 0.05, 0.11], [0.01, 0.04, -0.04], [-0.06, -0.04, 0.00], [-0.10, -0.03, 0.06], [0.07, 0.08, -0.04], [-0.03, -0.03, 0.01], [0.20, -0.31, -0.06], [-0.25, 0.15, 0.00], [0.58, 0.74, 0.54], [-0.07, -0.02, 0.10], [0.34, -0.28, 0.17], [-0.05, -0.10, -0.08], [0.06, -0.07, 0.06], [0.06, 0.48, -0.01], [0.03, 0.14, -0.05], [0.09, -0.03, -0.03], [0.04, 0.02, -0.21], [-0.44, 0.21, -0.38], [0.07, -0.01, -0.08], [0.00, -0.11, 0.04], [-0.22, 0.01, 0.01], [-0.09, 0.17, -0.07], [-0.03, -0.02, -0.05], [0.03, 0.00, 0.00], [-0.10, 0.01, -0.02], [0.01, -0.03, 0.00], [-0.06, -0.11, -0.29], [0.04, 0.19, -0.11], [0.03, 0.03, 0.05], [-0.23, 0.00, -0.37], [0.22, -0.01, 0.09], [0.08, -0.18, 0.25], [0.30, 0.07, 0.30], [0.01, -0.03, 0.01], [-0.07, 0.07, -0.06], [0.12, -0.01, 0.01], [-0.09, 0.02, -0.04], [0.12, -0.16, 0.10], [-0.09, 0.07, -0.07], [-0.02, 0.03, 0.01], [-0.04, -0.01, 0.08], [-0.03, 0.01, -0.01], [-0.03, -0.02, 0.01], [0.06, -0.02, 0.03], [-0.01, 0.02, -0.03], [-0.03, 0.01, -0.02], [-0.03, 0.15, 0.10], [-0.01, -0.03, 0.02], [-0.01, -0.01, 0.00], [0.02, 0.05, 0.03], [0.01, 0.00, 0.00], [0.00, 0.00, 0.00], [0.05, -0.02, 0.07], [0.04, 0.10, 0.09], [0.02, 0.02, -0.02], [0.01, -0.06, 0.00], [-0.02, 0.04, 0.00], [0.12, -0.11, 0.04], [0.01, -0.02, 0.01], [0.00, 0.00, 0.00], [-0.01, 0.08, 0.07], [-0.01, 0.06, -0.03], [0.00, 0.07, -0.06], [-0.11, 0.04, -0.09], [0.00, 0.00, 0.01], [0.02, -0.03, 0.06], [0.03, -0.02, 0.00], [0.03, -0.05, -0.01], [0.01, 0.01, 0.02], [-0.02, 0.01, -0.02], [0.05, -0.02, 0.01], [0.00, 0.00, 0.00], [-0.01, 0.03, 0.00], [0.02, -0.04, -0.01], [0.03, -0.01, 0.02], [-0.05, -0.02, -0.07], [0.05, -0.02, 0.03], [0.00, 0.01, 0.01], [-0.02, 0.00, -0.01], [-0.03, 0.03, 0.05], [0.15, -0.12, 0.10], [0.00, 0.01, 0.00], [-0.05, 0.02, -0.04], [-0.01, 0.02, 0.02], [-0.05, 0.08, 0.02], [0.03, -0.03, 0.14], [0.00, -0.01, 0.00], [0.00, 0.00, -0.03], [-0.04, -0.06, -0.01], [-0.01, -0.05, 0.05], [-0.38, -0.48, -0.33], [0.01, 0.04, -0.03], [0.00, -0.02, 0.01], [-0.08, 0.00, -0.11], [0.01, 0.03, -0.03], [0.04, -0.01, -0.02], [-0.03, 0.00, -0.02], [-0.04, -0.04, -0.01], [0.00, 0.00, 0.01], [-0.01, -0.01, 0.00], [-0.03, 0.01, 0.00], [-0.02, -0.01, 0.01], [0.01, -0.03, 0.04], [-0.01, 0.00, -0.02], [-0.03, -0.18, -0.12], [0.00, 0.00, 0.00], [0.01, 0.01, -0.01], [-0.01, 0.00, 0.00], [0.00, 0.01, -0.01], [0.01, -0.01, 0.01], [-0.01, 0.02, 0.00]],
  "lowdin_charge": [0.946, 0.583, 0.568, 0.564, 0.557, 0.563, 0.580, 0.876, 0.569, 0.077, 0.183, 0.161, -0.263, -0.276, -0.296, -0.306, -0.292, -0.264, -0.260, -0.284, -0.273, -0.251, -0.255, -0.269, -0.307, -0.248, -0.294, -0.013, -0.257, -0.093, -0.273, -0.288, -0.259, -0.262, -0.280, -0.307, -0.029, 0.115, -0.118, -0.242, -0.408, -0.065, -0.076, -0.686, -0.126, -0.066, -0.335, -0.120, -0.072, -0.243, -0.243, -0.121, -0.117, -0.089, -0.111, -0.249, -0.240, -0.057, -0.236, -0.074, -0.230, -0.222, -0.110, -0.070, -0.071, -0.281, -0.238, -0.091, 0.080, 0.064, 0.087, 0.053, 0.112, 0.090, 0.090, -0.138, 0.071, 0.076, 0.087, 0.079, 0.081, 0.058, 0.127, 0.064, 0.112, 0.124, 0.110, 0.078, 0.080, 0.063, 0.125, 0.098, 0.099, 0.078, 0.101, 0.080, 0.081, 0.084, 0.082, 0.132, 0.087, 0.087, 0.124, 0.087, 0.116, 0.109, 0.078, 0.053, 0.089, 0.107, 0.082, 0.112, 0.082, 0.090, 0.130, 0.079, 0.085, 0.137, 0.076, 0.144, 0.079, 0.071, 0.118, 0.094, 0.122, 0.097, 0.073, 0.072, 0.083, 0.074, 0.072, 0.124, 0.083, 0.095, 0.082, 0.069, 0.077, 0.077, 0.081, 0.064]
}